Record 1
Entry from the Open Molecules 2025 dataset: a molecular structure, C4H6Br4O3 (ωB97M-V/def2-TZVPD).

As for the spin multiplicity: 1. Its energy above the lowest of the compared OMol25 structures with the same formula, charge and spin is 0.000 eV. The LUMO energy is 0.02 eV.

Each line ends with the Löwdin charge.
Positions of all 17 atoms, in Å:
1 C 0.97 0.60 -2.22  -0.24
2 C 1.15 0.75 -0.71  -0.17
3 C -0.85 -1.39 1.77  -1.35
4 C -0.43 -0.04 0.88  -1.24
5 O -0.17 1.24 -2.72  -0.08
6 O -1.80 -1.20 2.67  -0.15
7 O 0.52 -0.33 0.02  -0.25
8 Br 0.85 -2.05 2.53  0.68
9 Br -1.49 -2.70 0.48  0.74
10 Br -2.12 0.62 0.07  0.73
11 Br 0.12 1.29 2.27  0.70
12 H 0.98 -0.47 -2.48  0.13
13 H 1.81 1.09 -2.71  0.13
14 H 0.75 1.71 -0.39  0.10
15 H 2.21 0.70 -0.45  0.14
16 H -0.97 0.80 -2.39  0.03
17 H -1.55 -0.60 3.39  0.09

=====

Record 2
Entry from the Open Molecules 2025 dataset: a single C4H6BrN3O2 molecule (ωB97M-V/def2-TZVPD).

As for the spin multiplicity: 1. Its SMILES is NN[C@]1(Br)CC(=O)NC1=O. Its energy above the lowest of the compared OMol25 structures with the same formula, charge and spin is 0.374 eV. The LUMO energy is 0.26 eV.

Each line ends with the Löwdin charge.
Positions of all 16 atoms, in Å:
1 N -0.37 -2.44 0.17  0.05
2 N -0.12 -1.34 -0.70  -0.11
3 C 0.42 -0.22 -0.24  -0.61
4 Br 2.38 -0.28 0.53  0.57
5 C -0.49 0.35 1.11  -0.02
6 C -0.62 1.84 0.80  -0.41
7 O -1.10 2.74 1.47  0.09
8 N 0.06 2.07 -0.41  0.19
9 C 0.58 1.01 -1.16  -0.51
10 O 1.03 1.03 -2.26  0.11
11 H -1.21 -2.80 -0.13  0.04
12 H 0.36 -3.25 0.07  0.14
13 H 0.03 -1.60 -1.65  0.14
14 H 0.15 0.18 1.95  0.07
15 H -1.42 -0.24 1.08  0.12
16 H 0.33 2.96 -0.62  0.13